(1)
C24H22N4OS | ωB97M-V/def2-TZVPD

Computed properties:
**HOMO level**: -7.850 eV

Structure (ORCA input):
```
! RIJCOSX wB97M-V def2-TZVPD def2/J DEFGRID3
* xyz 0 1
S 0.037 1.296 1.260
O 3.222 2.278 -0.071
N 2.994 0.131 0.596
N -2.157 0.406 0.508
N 0.261 3.746 0.320
N -3.684 1.146 -0.932
C -5.314 -2.119 -0.294
C -4.096 -0.103 -0.547
C -5.197 -0.873 -0.884
C 2.725 1.461 0.677
C 2.574 -2.204 0.661
C -3.114 -0.557 0.366
C -6.479 -3.008 -0.610
C -2.510 1.399 -0.267
C 3.775 -0.467 -0.402
C -0.500 2.666 0.328
C 3.582 -1.851 -0.392
C -3.241 -1.812 0.952
C 4.254 -2.660 -1.279
C 5.313 -0.702 -2.195
C 4.640 0.123 -1.305
C -4.339 -2.568 0.610
C -1.726 2.597 -0.372
C -1.275 4.826 -1.142
C 2.499 -0.914 1.497
C 1.724 1.879 1.735
C -2.096 3.712 -1.119
C -0.108 4.792 -0.391
C 5.130 -2.074 -2.185
C 3.415 -1.013 2.719
H 1.475 -0.697 1.804
H -2.499 -2.167 1.649
H -7.025 -3.254 0.300
H -3.023 3.713 -1.676
H 1.691 2.965 1.773
H 2.874 -3.060 1.263
H -1.536 5.699 -1.717
H 3.041 -1.769 3.405
H -6.134 -3.941 -1.053
H 4.103 -3.729 -1.271
H 4.420 -1.287 2.404
H -4.151 1.751 -1.585
H 1.928 1.453 2.713
H 5.670 -2.695 -2.885
H 3.472 -0.064 3.247
H 5.996 -0.260 -2.906
H 1.610 -2.431 0.199
H 0.567 5.636 -0.352
H -5.939 -0.513 -1.581
H -4.465 -3.547 1.049
H -7.162 -2.526 -1.305
H 4.779 1.191 -1.316
*
```


(2)
C2H3OYb | ωB97M-V/def2-TZVPD

Computed properties:
**HOMO level (spin up / spin down)**: -17.182 / -17.182 eV

Structure (ORCA input):
```
! RIJCOSX wB97M-V def2-TZVPD def2/J DEFGRID3
* xyz 2 2
Yb -2.934 -0.293 0.787
O -0.485 -0.677 -0.014
C 0.641 -0.532 -0.326
C 1.832 -0.131 -0.647
H 2.028 0.166 -1.678
H -3.655 1.461 1.734
H 2.573 0.006 0.143
*
```